The following is a DFT calculation (ωB97M-V/def2-TZVPD) of a 4-piece molecular cluster, C4H8N4 overall.

Output
**Energy relative to the best compared isomer or geometry (same formula, charge and spin)**: 11.411 eV
**Frontier orbital gap**: 8.930 eV

ORCA input file:
```
! RIJCOSX wB97M-V def2-TZVPD def2/J DEFGRID3
* xyz 0 1
C 0.99 -1.72 -1.33
C -1.62 0.51 0.26
C -0.80 0.41 1.47
C 1.01 0.30 -0.41
H -0.01 -2.57 -1.96
H 1.87 -0.95 -2.31
H 1.72 -2.31 0.08
H -0.92 0.17 -1.63
H -2.68 0.28 0.62
H -1.61 1.42 -0.27
H -1.23 0.17 2.34
H 1.40 0.77 -1.33
N 0.26 -0.85 -0.39
N -0.93 -0.42 -0.78
N 0.44 0.78 1.49
N 0.80 1.36 0.33
*
```